Here is the molecule C15H14O5 from OMol25. Energies are from ωB97M-V with the def2-TZVPD basis set.

The geometry in XYZ format:
```
34
C15H14O5 (ωB97M-V with the def2-TZVPD basis set)
O 1.4372 0.1070 1.6427
C 0.7510 0.9010 1.0012
C -0.6797 1.0532 1.2773
C -1.4768 2.1327 0.8365
C -2.8339 2.1665 1.0969
C -3.4560 1.1290 1.7864
C -2.6986 0.0687 2.2468
C -1.3248 0.0343 2.0295
O -0.6599 -1.0040 2.5312
H 0.3077 -0.8562 2.3506
H -3.1458 -0.7435 2.8011
O -4.7884 1.2117 1.9898
H -5.0952 0.4407 2.4831
H -3.4364 3.0010 0.7684
O -0.9127 3.1755 0.1785
H -1.5881 3.8448 0.0048
C 1.3747 1.6396 -0.1524
H 2.4553 1.4955 -0.0913
H 1.1411 2.6999 -0.1103
C 0.8590 1.0387 -1.4772
C 1.3145 -0.3876 -1.5962
C 0.5478 -1.4293 -1.0928
C 1.0115 -2.7329 -1.1243
C 2.2563 -3.0155 -1.6705
C 3.0259 -1.9816 -2.1912
C 2.5561 -0.6850 -2.1453
H 3.1685 0.1127 -2.5431
H 3.9890 -2.2111 -2.6174
O 2.7546 -4.2821 -1.7202
H 2.1362 -4.8920 -1.3015
H 0.4073 -3.5331 -0.7181
H -0.4237 -1.2245 -0.6662
H -0.2303 1.0959 -1.5030
H 1.2566 1.6298 -2.3038
```

Results
SMILES string: O=C(CCc1ccc(O)cc1)c1c(O)cc(O)cc1O
Calculated total energy: -26020.1430 eV
Relative energy (zero: lowest compared OMol25 entry of this formula, charge and spin): 0.0 kJ/mol
LUMO level: 0.5 eV
HOMO-LUMO gap: 8.83 eV
HOMO: -8.319 eV

Table of Löwdin atomic charges, one value per atom, all in e: 0.075 -0.322 -0.028 -0.246 0.036 -0.314 0.043 -0.257 0.085 0.084 0.127 0.080 0.115 0.125 0.061 0.123 -0.095 0.129 0.107 -0.128 -0.243 -0.033 -0.013 -0.323 -0.008 -0.032 0.116 0.116 0.050 0.104 0.114 0.117 0.115 0.119

=====

Here is a structure of composition C6H7NO4V from OMol25. Energies are from ωB97M-V with the def2-TZVPD basis set.

The geometry in XYZ format:
```
19
C6H7NO4V (ωB97M-V with the def2-TZVPD basis set)
V 1.7979 -0.3507 0.0443
C 3.5909 -0.9158 0.2980
O 4.6856 -1.2932 0.4763
C 1.8699 0.7029 -1.5865
O 1.5804 1.3430 -2.5172
C 1.3414 1.3533 0.8975
O 0.8272 2.2963 1.3520
C 0.7256 -1.6245 -1.0009
O -0.1522 -2.2539 -1.4415
C -3.1128 0.5829 -0.0861
H -3.4170 -0.4642 -0.1187
H -3.2383 1.0652 0.8822
C -2.7248 1.2466 -1.1761
H -2.4065 2.2920 -1.1375
H -2.5716 0.7312 -2.1279
N 0.4911 -1.0848 1.6036
H 0.8611 -0.9847 2.5526
H 0.2430 -2.0730 1.5021
H -0.3911 -0.5686 1.5837
```

Results
<S²>: 3.771
Calculated total energy: -41682.3031 eV
Relative energy (zero: lowest compared OMol25 entry of this formula, charge and spin): 0.0 kJ/mol
LUMO level (spin up / spin down): -11.4 / -11.3 eV
HOMO-LUMO gap (spin up / spin down): 4.93 / 4.96 eV
Net charge: +2
HOMO (spin up / spin down): -16.300 / -16.305 eV
2S+1: 4

Table of Löwdin atomic charges, one value per atom, all in e: 0.542 -0.010 0.252 -0.032 0.264 0.006 0.264 0.010 0.258 -0.086 0.054 0.054 -0.069 0.058 0.055 0.061 0.119 0.106 0.095

=====

Here is a cluster of 3 separate species, C26H48BrN3O4 in total from OMol25. Energies are from ωB97M-V with the def2-TZVPD basis set.

The geometry in XYZ format:
```
82
C26H48BrN3O4 (ωB97M-V with the def2-TZVPD basis set)
C 3.3915 -5.4338 -1.0418
C 3.8240 -4.1022 -1.7913
Br 4.7434 -2.8541 -0.5727
C 2.6566 -3.4592 -2.6510
C 1.7499 -2.4319 -1.8784
C 2.1206 -0.9011 -1.8730
C 3.3549 -0.4784 -2.7692
N 4.0190 0.6949 -2.0970
O 1.4984 -2.6984 -0.4589
C 0.5274 -3.7070 -0.3162
O 0.1471 -4.1746 0.6969
O 0.0500 -4.0403 -1.5909
C 0.2894 -2.8389 -2.3627
O 0.0928 -2.9533 -3.7728
C -0.9238 -1.9242 -1.9258
C -2.2121 -2.1741 -2.6161
C -3.4437 -1.4385 -2.2968
C -3.4514 -0.3827 -1.2754
C -2.1313 -0.1452 -0.5897
C -0.9170 -0.8915 -0.8928
H 2.9992 -6.1726 -1.7960
H 4.3399 -5.8232 -0.5702
H 2.6839 -5.2517 -0.1968
H 4.5991 -4.4381 -2.5373
H 2.0646 -4.3307 -3.0517
H 3.1525 -3.0175 -3.5618
H 1.2346 -0.3194 -2.2689
H 2.2731 -0.5100 -0.8292
H 3.0603 -0.0810 -3.7837
H 4.1537 -1.2482 -2.8700
H 4.4273 0.2736 -1.2495
H 3.3089 1.3363 -1.7312
H 0.3329 -2.0770 -4.1216
H -2.3081 -2.9681 -3.3959
H -4.4018 -1.6746 -2.8213
H -4.3750 0.1847 -1.0024
H -2.0545 0.6430 0.2006
H 0.0247 -0.6627 -0.3478
C -6.8728 -0.7063 3.2525
C -5.9687 -1.8668 2.8591
N -4.5488 -1.5772 2.9859
C -3.6977 -2.5866 2.3645
C -3.7267 -3.9887 2.9762
C -4.1063 -1.1060 4.2907
C -4.3583 -2.0128 5.4989
H -6.6363 0.1904 2.6749
H -7.9150 -0.9672 3.0549
H -6.7954 -0.4674 4.3151
H -6.1836 -2.1017 1.8118
H -6.2589 -2.7525 3.4426
H -2.6642 -2.2264 2.3473
H -3.9810 -2.6605 1.3084
H -3.1697 -4.0326 3.9121
H -3.2475 -4.6953 2.2926
H -4.7420 -4.3469 3.1546
H -4.5831 -0.1405 4.4857
H -3.0383 -0.8708 4.2447
H -5.3569 -2.4540 5.4913
H -4.2688 -1.4284 6.4188
H -3.6238 -2.8143 5.5636
C 0.6943 4.8970 -1.0580
C 1.7183 5.3755 -0.0375
N 3.0916 5.0300 -0.3737
C 4.0260 5.2557 0.7219
C 4.2408 6.6963 1.1917
C 3.5558 5.4576 -1.6869
C 3.5143 6.9554 -2.0032
H 0.7656 3.8174 -1.2113
H -0.3138 5.1188 -0.7008
H 0.8122 5.3949 -2.0225
H 1.4650 4.9048 0.9176
H 1.5928 6.4583 0.1060
H 4.9964 4.8217 0.4608
H 3.6813 4.6699 1.5817
H 4.8651 7.2586 0.4972
H 4.7639 6.6934 2.1522
H 3.3025 7.2343 1.3346
H 2.9668 4.9335 -2.4455
H 4.5756 5.0940 -1.8452
H 2.5873 7.4286 -1.6735
H 3.5867 7.1020 -3.0842
H 4.3544 7.4866 -1.5576
```

Results
SMILES string: C[C@H](Br)C[C@]1(CCN)OC(=O)O[C@@]1(O)c1ccccc1.CCN(CC)CC.CCN(CC)CC
Calculated total energy: -110440.6747 eV
LUMO level: 0.4 eV
HOMO-LUMO gap: 8.35 eV
HOMO: -7.939 eV

Table of Löwdin atomic charges, one value per atom, all in e: -0.123 -0.678 0.731 -0.128 -0.310 -0.106 -0.275 -0.030 0.009 -0.492 0.198 0.106 -0.387 0.034 -0.087 -0.005 -0.076 -0.058 -0.059 -0.031 0.094 0.076 0.073 0.094 0.131 0.125 0.120 0.124 0.117 0.071 0.046 0.057 0.131 0.114 0.096 0.096 0.096 0.102 -0.094 -0.277 -0.196 -0.250 -0.083 -0.250 -0.087 0.077 0.072 0.063 0.117 0.098 0.110 0.105 0.055 0.072 0.066 0.099 0.114 0.068 0.071 0.053 -0.091 -0.276 -0.199 -0.253 -0.090 -0.250 -0.086 0.073 0.073 0.064 0.117 0.099 0.112 0.108 0.054 0.071 0.066 0.099 0.116 0.068 0.072 0.054

=====

Here is a cluster of 2 separate species, C5H9O2S in total from OMol25. Energies are from ωB97M-V with the def2-TZVPD basis set.

The geometry in XYZ format:
```
17
C5H9O2S (ωB97M-V with the def2-TZVPD basis set)
C -1.8888 0.3344 0.3991
C -1.0864 1.1758 1.3581
C -0.4767 0.6662 0.0820
C 2.1285 0.2670 -0.0724
C 0.7443 -0.3633 0.0005
O -0.9825 -2.7574 -1.2609
O -0.0190 -1.3343 -2.9402
S 0.2598 -2.0541 -1.7006
H -2.1248 -0.6959 0.6985
H -2.7179 0.6925 -0.1243
H -1.2223 2.3395 1.4314
H -0.8229 0.6892 2.2229
H -0.3209 1.3157 -0.7803
H 2.4260 0.8126 -0.9097
H 2.8664 -0.6352 -0.0920
H 2.5016 0.6649 0.8477
H 0.7355 -1.1177 0.8403
```

Results
Calculated total energy: -20259.4289 eV
Relative energy (zero: lowest compared OMol25 entry of this formula, charge and spin): 323.0 kJ/mol
LUMO level: 3.9 eV
HOMO-LUMO gap: 6.45 eV
Net charge: -1
HOMO: -2.512 eV

Table of Löwdin atomic charges, one value per atom, all in e: -0.156 -0.150 -0.330 -0.179 -0.323 -0.598 -0.589 0.644 0.102 0.067 0.118 0.050 0.123 0.029 0.082 0.035 0.076

=====

Here is a structure of composition C29H32BFN9O3STl from OMol25. Energies are from ωB97M-V with the def2-TZVPD basis set.

The geometry in XYZ format:
```
77
C29H32BFN9O3STl (ωB97M-V with the def2-TZVPD basis set)
Tl -0.3697 -2.8102 1.2073
B 2.5955 -5.7432 0.0524
N 2.7846 -4.2928 -0.1975
C 4.0408 -3.7448 -0.3346
C 3.8951 -2.4527 -0.7248
C 2.4907 -2.2725 -0.8146
N 1.8369 -3.3767 -0.5022
N 1.2421 -6.2964 0.2855
C 0.9720 -7.6458 0.2676
C -0.3462 -7.8128 0.5467
C -0.8270 -6.4917 0.7369
N 0.1275 -5.5928 0.5776
H 3.3759 -6.1120 0.9502
H 3.1450 -6.3835 -0.8676
H 4.9207 -4.3354 -0.1435
H 4.6700 -1.7346 -0.9253
H 1.9343 -1.3917 -1.0937
H 1.7495 -8.3605 0.0576
H -0.8979 -8.7331 0.6153
H -1.8250 -6.1777 1.0034
F 3.9489 2.8209 0.7026
C 2.6050 2.9757 0.5759
C 1.8321 1.8587 0.4600
C 0.4532 1.9676 0.2776
C -0.3660 0.7477 0.1677
O 0.1708 -0.3676 0.1366
C -1.7805 0.9935 0.0790
C -2.2506 2.2650 0.0073
N -1.4820 3.3751 0.0330
C -2.1106 4.6784 -0.0354
C -3.1928 4.8967 -1.0421
C -1.8533 5.5395 -1.2375
C -0.1133 3.2480 0.2094
C 0.6978 4.3779 0.3625
C 2.0663 4.2710 0.5477
N 2.8295 5.4402 0.7344
C 4.1100 5.4573 1.4110
C 5.2802 5.3970 0.4390
N 5.1465 6.5463 -0.5313
C 3.8162 6.5233 -1.2403
C 2.7012 6.5410 -0.1977
C -2.8410 -0.0876 0.0285
O -3.9032 0.1397 -0.5182
O -2.4703 -1.1761 0.5937
H 2.2847 0.8763 0.5041
H -3.3161 2.4240 -0.0921
H -2.2136 5.1621 0.9287
H -4.0277 5.5118 -0.7406
H -3.4546 4.0779 -1.6976
H -1.7570 6.6065 -1.0914
H -1.2217 5.1229 -2.0113
H 0.2382 5.3543 0.3917
H 4.1904 4.6467 2.1280
H 4.1709 6.3929 1.9811
H 5.2561 4.4824 -0.1489
H 6.2439 5.4856 0.9376
H 5.9107 6.5277 -1.2084
H 5.2299 7.4274 -0.0169
H 3.7896 5.6104 -1.8339
H 3.7715 7.3879 -1.9009
H 1.7480 6.5071 -0.7175
H 2.7375 7.4878 0.3538
N -7.2580 -6.1194 -0.8710
C -6.7562 -5.7162 0.2880
S -7.5799 -5.9825 1.7146
C -5.4385 -5.0155 0.2856
C -4.6593 -4.9039 -0.8633
C -3.4395 -4.2527 -0.7869
N -2.9700 -3.7341 0.3428
C -3.7259 -3.8138 1.4384
C -4.9528 -4.4480 1.4595
H -8.1439 -6.5992 -0.8947
H -6.8120 -5.9188 -1.7502
H -4.9605 -5.3021 -1.8217
H -2.8215 -4.1372 -1.6687
H -3.3390 -3.3361 2.3309
H -5.5327 -4.4801 2.3712
```

Results
Calculated total energy: -69051.8196 eV
Relative energy (zero: lowest compared OMol25 entry of this formula, charge and spin): 376.6 kJ/mol
LUMO level (spin up / spin down): -7.2 / -7.5 eV
HOMO-LUMO gap (spin up / spin down): 4.35 / 4.06 eV
Net charge: +2
HOMO (spin up / spin down): -11.528 / -11.526 eV

Table of Löwdin atomic charges, one value per atom, all in e: 1.026 -0.402 -0.062 -0.059 -0.034 -0.142 -0.001 -0.056 -0.049 -0.017 -0.114 0.005 0.173 0.176 0.130 0.101 0.093 0.133 0.110 0.103 0.058 -0.177 0.090 -0.042 -0.299 -0.123 -0.010 0.061 0.020 -0.257 -0.070 -0.088 -0.108 0.073 -0.134 -0.082 -0.128 -0.078 0.066 -0.071 -0.128 -0.520 0.127 0.083 0.139 0.157 0.161 0.118 0.116 0.110 0.115 0.120 0.142 0.141 0.129 0.145 0.188 0.185 0.145 0.142 0.128 0.141 0.094 -0.800 0.698 -0.208 0.008 -0.116 -0.028 -0.147 -0.023 0.111 0.096 0.110 0.123 0.104 0.083

=====

Here is a cluster of 2 separate species, C26H20F3NOPS in total from OMol25. Energies are from ωB97M-V with the def2-TZVPD basis set.

The geometry in XYZ format:
```
53
C26H20F3NOPS (ωB97M-V with the def2-TZVPD basis set)
C 1.4166 -0.1761 3.9109
C 0.2737 0.3194 3.2747
C -0.4967 -0.5313 2.4798
C -0.0939 -1.8567 2.3047
P -0.9931 -2.9053 1.1328
C -2.7030 -2.8626 1.7272
C -3.7377 -2.3340 0.9459
C -5.0363 -2.2862 1.4731
C -5.2908 -2.8077 2.7481
C -4.2634 -3.3862 3.5078
C -2.9704 -3.4296 2.9810
N -0.9627 -1.9900 -0.2572
C -0.0057 -1.9707 -1.1044
C -0.0485 -1.3008 -2.3919
C 1.0656 -1.4187 -3.2452
C 1.0864 -0.8037 -4.4902
C -0.0245 -0.0306 -4.8891
C -1.1529 0.0923 -4.0567
C -1.1573 -0.5323 -2.8039
O -0.4737 -4.2960 1.0277
C 1.0804 -2.3405 2.8843
C 1.8334 -1.4956 3.7022
H 1.9963 0.4817 4.5575
H -0.0090 1.3682 3.3529
H -1.3781 -0.1539 1.9575
H -3.5197 -1.9492 -0.0512
H -5.8397 -1.8354 0.8883
H -6.2969 -2.7577 3.1658
H -4.4599 -3.7950 4.5000
H -2.1578 -3.8923 3.5447
H 0.9377 -2.5062 -0.9234
H 1.8771 -2.0815 -2.9325
H 1.9537 -0.9290 -5.1525
H 0.0000 0.4782 -5.8567
H -2.0255 0.6648 -4.4010
H -2.0405 -0.4980 -2.1664
H 1.3916 -3.3684 2.6870
H 2.7486 -1.8665 4.1606
F 1.6202 6.5374 -2.6423
C 2.6432 5.6389 -2.7528
F 2.5152 5.0420 -3.9800
F 3.8043 6.3625 -2.7910
C 2.6434 4.6085 -1.6399
C 3.8637 4.0477 -1.2551
C 3.8841 3.1007 -0.2251
C 2.6991 2.6819 0.3453
C 1.4371 3.0419 -0.2270
S 0.1160 2.0621 -0.0190
C 1.4401 4.1935 -1.0867
H 4.7722 4.3703 -1.7537
H 4.8342 2.6814 0.0823
H 2.6958 1.9487 1.1406
H 0.5080 4.6658 -1.3881
```

Results
Calculated total energy: -59104.0187 eV
Relative energy (zero: lowest compared OMol25 entry of this formula, charge and spin): 20.5 kJ/mol
LUMO level: 2.1 eV
HOMO-LUMO gap: 5.38 eV
Net charge: -1
HOMO: -3.249 eV

Table of Löwdin atomic charges, one value per atom, all in e: -0.090 -0.092 -0.099 -0.279 0.633 -0.268 -0.075 -0.086 -0.098 -0.088 -0.076 -0.014 -0.138 -0.209 -0.042 -0.083 -0.080 -0.072 -0.024 -0.337 -0.085 -0.095 0.098 0.099 0.102 0.093 0.099 0.095 0.099 0.113 0.126 0.111 0.103 0.098 0.105 0.108 0.101 0.095 0.099 -0.526 0.101 0.090 -0.174 -0.082 -0.116 -0.154 -0.848 0.480 -0.078 0.096 0.088 0.076 0.099